(1)
# C6H8N

An isolated ion of composition C6H8N and charge +1 in a non-equilibrium geometry (ωB97M-V/def2-TZVPD, the OMol25 dataset).

Summary:
Net charge: +1
SMILES string: CC1=C[N@@H+]1C1C=C1
ΔE to the lowest compared entry with this formula, charge and spin, eV: 5.4666

Geometry (Å):
C1 0.013 -2.621 -0.885
C2 0.565 -1.709 -1.636
C3 -0.899 -0.007 1.567
C4 -0.368 0.901 0.821
C5 0.401 -1.359 -0.200
C6 0.210 2.149 0.389
N1 -0.672 -0.407 0.168
H1 -0.415 -3.582 -0.742
H2 0.930 -1.364 -2.571
H3 -1.288 -0.464 2.443
H4 1.221 -1.282 0.504
H5 0.287 2.831 1.233
H6 -0.407 2.606 -0.387
H7 1.203 1.982 -0.032
H8 -1.474 -0.476 -0.465


(2)
# C6H8N

An isolated ion of composition C6H8N and charge +1 in a non-equilibrium geometry (ωB97M-V/def2-TZVPD, the OMol25 dataset).

Summary:
Net charge: +1
ΔE to the lowest compared entry with this formula, charge and spin, eV: 7.5545

Geometry (Å):
C1 0.274 1.381 -0.148
C2 1.484 1.685 0.192
C3 -0.733 0.343 -0.480
C4 1.395 0.134 0.607
C5 0.235 -0.709 0.139
C6 -2.047 0.391 0.224
N1 1.551 -0.949 -0.507
H1 -0.999 0.283 -1.630
H2 2.016 -0.097 1.410
H3 -0.110 -1.503 0.857
H4 -1.785 0.412 1.306
H5 -2.623 -0.434 -0.261
H6 -2.450 1.432 -0.059
H7 1.700 -0.511 -1.474
H8 2.091 -1.857 -0.177


(3)
# C6H8N

C6H8N as an isolated structure in a non-equilibrium geometry (ωB97M-V/def2-TZVPD, the OMol25 dataset).

Summary:
Net charge: +1
ΔE to the lowest compared entry with this formula, charge and spin, eV: 6.6056

Geometry (Å):
C1 -0.563 -1.132 -0.049
C2 -1.166 0.157 0.012
C3 -0.095 0.579 0.824
C4 0.818 -1.202 -0.214
C5 -2.602 0.528 -0.186
C6 2.493 0.746 0.081
N1 1.296 -0.022 0.134
H1 -1.210 -1.911 0.021
H2 1.424 -2.016 -0.442
H3 -3.034 0.530 0.912
H4 -3.138 -0.351 -0.623
H5 -2.636 1.500 -0.824
H6 2.989 0.470 -0.857
H7 3.176 0.401 0.817
H8 2.249 1.723 0.395


(4)
# C6H8N

An isolated ion of composition C6H8N and charge +1 in a non-equilibrium geometry (ωB97M-V/def2-TZVPD, the OMol25 dataset).

Summary:
Net charge: +1
SMILES string: [NH3+][C@H]1CC2=C1C=C2
ΔE to the lowest compared entry with this formula, charge and spin, eV: 8.3568

Geometry (Å):
C1 1.542 1.760 0.080
C2 1.883 0.459 -0.892
C3 0.268 1.358 0.062
C4 0.520 0.246 -0.941
C5 -1.065 0.727 0.406
C6 -0.840 -0.429 -0.539
N1 -0.593 -1.609 0.330
H1 2.256 2.374 0.476
H2 2.685 -0.191 -1.164
H3 -1.240 0.390 1.550
H4 -2.006 1.296 0.186
H5 -1.465 -0.668 -1.351
H6 0.198 -1.422 0.876
H7 -0.684 -2.615 -0.160
H8 -1.458 -1.675 1.081


(5)
# C6H8N

A 2-piece molecular cluster, C6H8N overall in a non-equilibrium geometry (ωB97M-V/def2-TZVPD, the OMol25 dataset).

Summary:
Net charge: +1
ΔE to the lowest compared entry with this formula, charge and spin, eV: 6.4586

Geometry (Å):
C1 3.436 -0.921 0.868
C2 3.008 -0.157 0.081
C3 -3.226 -0.661 0.451
C4 -2.269 -0.031 -0.153
C5 2.436 0.912 -0.621
C6 -0.821 -0.034 0.063
N1 0.089 0.784 -0.354
H1 3.800 -1.859 1.311
H2 -4.239 -0.560 0.198
H3 -3.009 -1.321 1.260
H4 -2.667 0.605 -0.905
H5 2.082 1.843 -0.265
H6 -0.514 -0.761 0.866
H7 -0.361 1.398 -1.042
H8 2.255 0.763 -1.759


(6)
# C6H8N2

One molecule with the formula C6H8N2 in a non-equilibrium geometry (ωB97M-V/def2-TZVPD, the OMol25 dataset).

Summary:
SMILES string: C=C(C)c1cc[nH]n1
ΔE to the lowest compared entry with this formula, charge and spin, eV: 4.1335

Geometry (Å):
C1 2.117 1.198 0.023
C2 1.448 -0.222 -0.062
C3 2.165 -1.289 -0.177
C4 -0.040 -0.039 0.309
C5 -0.861 0.987 0.072
C6 -2.200 0.731 -0.155
H1 2.016 1.765 0.825
H2 3.192 1.425 0.057
H3 1.650 1.798 -0.756
H4 1.516 -2.129 -0.052
H5 3.320 -1.086 -0.254
H6 -0.638 2.120 0.044
H7 -3.059 1.390 -0.528
H8 -2.786 -1.319 0.441
N1 -2.127 -0.601 -0.121
N2 -0.872 -1.136 0.143


(7)
# C6H8N2

One molecule with the formula C6H8N2 in a non-equilibrium geometry (ωB97M-V/def2-TZVPD, the OMol25 dataset).

Summary:
SMILES string: C=NN1C[C@H]1C#CC
ΔE to the lowest compared entry with this formula, charge and spin, eV: 7.5062

Geometry (Å):
C1 -3.918 -0.408 -0.081
C2 -2.422 0.033 -0.223
C3 -1.203 0.190 0.018
C4 0.269 0.157 0.163
C5 1.288 1.080 0.090
C6 3.622 -0.488 -0.156
H1 -4.106 -0.213 0.969
H2 -4.629 0.037 -0.816
H3 -4.418 -1.523 -0.316
H4 0.365 -0.631 1.171
H5 2.083 1.289 0.879
H6 1.003 1.981 -0.718
H7 3.734 0.259 -0.941
H8 4.500 -0.717 0.539
N1 1.458 -0.215 -0.711
N2 2.376 -0.830 0.132


(8)
# C6H8N2

One molecule with the formula C6H8N2 in a non-equilibrium geometry (ωB97M-V/def2-TZVPD, the OMol25 dataset).

Summary:
SMILES string: C1=N[C@H]2C[C@H]2[C@H]2CN12
ΔE to the lowest compared entry with this formula, charge and spin, eV: 4.0134

Geometry (Å):
C1 0.518 1.563 -0.909
C2 -0.913 0.859 -0.912
C3 -1.376 -0.150 1.089
C4 1.073 -0.999 1.323
C5 0.545 -1.029 -0.151
C6 0.405 0.075 -1.162
H1 0.648 2.117 -1.817
H2 0.874 1.804 0.111
H3 -1.403 1.293 -1.744
H4 -2.015 -0.205 2.058
H5 1.410 -0.191 1.859
H6 1.338 -2.012 1.879
H7 0.739 -1.982 -0.715
H8 0.283 -0.539 -2.057
N1 -1.787 0.514 0.130
N2 -0.340 -1.116 1.018


Q: What is the formula in the third record?
A: C6H8N


What did the third record say?
# C6H8N

C6H8N as an isolated structure in a non-equilibrium geometry (ωB97M-V/def2-TZVPD, the OMol25 dataset).

Summary:
Net charge: +1
ΔE to the lowest compared entry with this formula, charge and spin, eV: 6.6056

Geometry (Å):
C1 -0.563 -1.132 -0.049
C2 -1.166 0.157 0.012
C3 -0.095 0.579 0.824
C4 0.818 -1.202 -0.214
C5 -2.602 0.528 -0.186
C6 2.493 0.746 0.081
N1 1.296 -0.022 0.134
H1 -1.210 -1.911 0.021
H2 1.424 -2.016 -0.442
H3 -3.034 0.530 0.912
H4 -3.138 -0.351 -0.623
H5 -2.636 1.500 -0.824
H6 2.989 0.470 -0.857
H7 3.176 0.401 0.817
H8 2.249 1.723 0.395


Q: What is the formula in the eighth record?
A: C6H8N2